## i
Formula: C3H8N5
Source: the OMol25 dataset
Level of theory: ωB97M-V/def2-TZVPD

## Properties
E_HOMO, eV: -13.45
Structure (SMILES): NC1=N[N@@H+](N)CC=N1

```
! RIJCOSX wB97M-V def2-TZVPD def2/J DEFGRID3
* xyz 1 1
N 0.31 2.33 1.70
C -0.12 1.42 0.90
N 0.68 0.89 -0.30
N 0.17 -0.25 -0.86
N 1.20 -1.06 -1.54
C -0.72 -1.08 0.15
C -1.82 -0.10 0.42
N -1.42 1.02 0.87
H -0.26 3.06 2.25
H 1.30 2.42 1.66
H -0.27 -0.05 -1.77
H 1.49 -0.54 -2.36
H 1.84 -1.38 -0.91
H -0.05 -1.35 1.01
H -1.03 -2.05 -0.23
H -2.95 -0.47 0.35
*
```

## ii
Formula: C3H8N5
Source: the OMol25 dataset
Level of theory: ωB97M-V/def2-TZVPD

## Properties
E_HOMO (alpha / beta), eV: -12.38 / -12.38

```
! RIJCOSX wB97M-V def2-TZVPD def2/J DEFGRID3
* xyz 1 1
C -0.44 -1.35 -0.70
C -1.70 -0.03 0.72
C -1.40 1.15 -0.18
N -1.20 -1.29 0.31
N 2.89 -0.44 0.46
N 2.43 0.66 0.42
N 0.27 -0.25 -1.13
N -0.04 0.93 -0.72
H -0.17 -2.35 -1.15
H -1.60 0.14 1.85
H -2.90 -0.08 0.53
H -1.95 1.23 -1.02
H -1.44 2.08 0.35
H 3.86 -0.49 0.79
H 2.52 -1.34 0.19
H 0.88 1.43 -0.72
*
```

Which of them is most stable, and which least? Most stable: i; least stable: ii.